(1)
Molecular formula: C40H64N19O4PS
Method: DFT, the ωB97M-V functional and the def2-TZVPD basis

The value obtained for the highest occupied orbital energy is -7.763 eV. The gap between HOMO and LUMO is 0.29852 Eh. The total energy is -3643.177846 hartree.

Structure (XYZ):
```
129
C40H64N19O4PS, DFT the ωB97M-V functional and the def2-TZVPD basis
C -0.909 -0.142 1.008
P -2.369 -1.173 1.258
C -1.853 -2.871 0.910
O -3.269 -0.727 -0.132
S -4.769 -1.305 -0.063
O -5.212 -1.286 -1.405
O -5.542 0.051 0.544
O -4.901 0.440 1.769
H -0.124 -0.369 1.702
H -1.257 0.869 1.083
H -0.511 -0.263 0.012
H -2.679 -3.440 0.530
H -1.574 -3.313 1.845
H -1.035 -2.974 0.216
H -5.039 -0.315 2.359
C 2.089 0.418 -2.496
C 1.201 -0.719 -2.384
N 0.451 -1.570 -2.296
H 2.734 0.294 -3.365
H 1.491 1.313 -2.608
H 2.699 0.512 -1.600
C -0.811 3.992 0.542
C 0.182 3.449 -0.364
N 0.892 3.003 -1.143
H -1.081 3.254 1.291
H -0.422 4.875 1.037
H -1.691 4.270 -0.025
C -4.515 5.157 2.899
C -3.134 4.773 3.106
N -2.041 4.482 3.269
H -4.971 5.423 3.849
H -4.564 6.001 2.226
H -5.063 4.330 2.455
C -2.619 -4.247 5.347
C -3.390 -3.492 4.380
N -3.995 -2.907 3.609
H -1.579 -3.930 5.317
H -3.018 -4.080 6.344
H -2.675 -5.307 5.110
C -4.647 9.548 2.862
C -5.612 8.505 2.580
N -6.353 7.669 2.347
H -4.701 10.313 2.092
H -4.862 9.995 3.829
H -3.644 9.125 2.876
C -8.996 6.081 -0.278
C -7.611 5.705 -0.094
N -6.515 5.424 0.050
H -9.425 6.360 0.681
H -9.057 6.927 -0.958
H -9.552 5.245 -0.693
C -4.356 6.298 -2.362
C -3.119 6.383 -1.624
N -2.126 6.414 -1.059
H -5.140 5.891 -1.726
H -4.645 7.288 -2.705
H -4.211 5.652 -3.221
C -1.885 3.128 -4.381
C -2.511 4.338 -4.876
N -2.997 5.297 -5.263
H -2.390 2.797 -3.476
H -1.952 2.346 -5.133
H -0.840 3.323 -4.154
C 3.968 2.323 1.102
C 3.181 1.114 1.190
N 2.504 0.199 1.295
H 4.520 2.346 0.169
H 3.306 3.186 1.156
H 4.670 2.357 1.934
C 3.127 -4.027 -2.996
C 4.194 -4.531 -2.167
N 4.959 -5.038 -1.489
H 2.549 -3.274 -2.462
H 3.532 -3.588 -3.903
H 2.475 -4.852 -3.270
C 6.285 -6.806 -4.074
C 5.242 -6.137 -4.823
N 4.400 -5.595 -5.374
H 6.043 -7.861 -3.971
H 7.235 -6.701 -4.594
H 6.354 -6.362 -3.083
C 3.751 2.095 5.468
C 4.854 2.891 4.964
N 5.729 3.496 4.543
H 4.084 1.498 6.310
H 2.941 2.733 5.792
H 3.391 1.434 4.683
C -1.670 9.178 -4.082
C -3.056 9.439 -3.754
N -4.150 9.614 -3.480
H -1.040 9.420 -3.229
H -1.550 8.126 -4.329
H -1.374 9.784 -4.934
C 5.913 -3.077 1.505
C 5.153 -3.742 2.542
N 4.569 -4.266 3.370
H 6.245 -3.813 0.778
H 5.298 -2.331 1.001
H 6.785 -2.591 1.942
C 2.526 -6.386 0.463
C 1.173 -5.996 0.819
N 0.108 -5.699 1.101
H 3.116 -6.536 1.362
H 2.505 -7.311 -0.101
H 2.991 -5.616 -0.147
C 8.121 -0.597 -0.246
C 6.795 -0.061 -0.467
N 5.776 0.411 -0.673
H 8.141 -1.647 -0.529
H 8.843 -0.051 -0.849
H 8.383 -0.495 0.805
C 2.283 -9.751 -2.365
C 3.414 -8.904 -2.042
N 4.300 -8.226 -1.798
H 2.578 -10.508 -3.086
H 1.923 -10.248 -1.468
H 1.483 -9.143 -2.785
C -1.027 1.840 4.911
C 0.072 1.673 5.836
N 0.972 1.614 6.535
H -1.763 2.520 5.331
H -0.649 2.266 3.986
H -1.498 0.880 4.699
C -0.880 -12.051 -4.340
C 0.263 -12.490 -3.563
N 1.164 -12.840 -2.956
H -1.795 -12.422 -3.886
H -0.911 -10.965 -4.369
H -0.802 -12.434 -5.354
```

Here are the Löwdin charges for atoms 1 to 2, given in e: -0.27, 0.81

(2)
Molecular formula: C18H18Cl5S3Ti
Method: DFT, the ωB97M-V functional and the def2-TZVPD basis

The value obtained for the highest occupied orbital energy is -17.711 eV. The gap between HOMO and LUMO is 0.20911 Eh. The charge is +3. The total energy is -5040.677041 hartree.

Structure (XYZ):
```
45
C18H18Cl5S3Ti, DFT the ωB97M-V functional and the def2-TZVPD basis
Ti -0.609 -0.194 -0.232
C -3.206 -0.598 -0.467
C -2.794 0.131 -1.588
C -1.800 -0.360 -2.419
C -1.275 -1.641 -2.188
C -1.724 -2.393 -1.103
C -2.676 -1.868 -0.237
H -3.954 -0.192 0.201
H -3.226 1.104 -1.794
H -1.473 0.230 -3.265
H -0.546 -2.047 -2.878
H -1.349 -3.395 -0.935
H -3.010 -2.447 0.615
C 1.256 -0.064 3.069
C 0.143 -1.104 3.204
S -0.243 -1.995 1.676
C 1.364 -2.731 1.225
C 1.652 -2.740 -0.267
S 1.494 -1.161 -1.165
C 2.888 -0.109 -0.652
C 2.943 0.246 0.809
S 1.306 0.747 1.438
H 2.243 -0.489 3.248
H 1.117 0.722 3.812
H -0.807 -0.655 3.498
H 0.381 -1.846 3.969
H 1.354 -3.758 1.595
H 2.132 -2.198 1.775
H 1.003 -3.430 -0.806
H 2.672 -3.091 -0.447
H 2.771 0.773 -1.285
H 3.797 -0.618 -0.978
H 3.625 1.086 0.948
H 3.312 -0.575 1.419
Cl 0.912 1.665 -3.115
C 0.028 2.452 -1.864
C -0.392 1.715 -0.764
C -1.146 2.372 0.191
Cl -1.711 1.309 1.505
C -1.515 3.703 0.145
Cl -2.472 4.385 1.374
C -1.043 4.442 -0.954
Cl -1.415 6.083 -1.062
C -0.271 3.815 -1.962
Cl 0.265 4.720 -3.290
```

Here are the Löwdin charges for atoms 1 to 2, given in e: 0.61, -0.06

(3)
Molecular formula: C9H13N2O
Method: DFT, the ωB97M-V functional and the def2-TZVPD basis

The value obtained for the highest occupied orbital energy is -13.083 eV. The gap between HOMO and LUMO is 0.37219 Eh. The charge is +1. As for the SMILES: CN(C=O)c1ccccc1C[NH3+]. The total energy is -535.228862 hartree.

Structure (XYZ):
```
25
C9H13N2O, DFT the ωB97M-V functional and the def2-TZVPD basis
C 2.284 0.815 0.940
N 1.471 0.454 -0.218
C 2.022 -0.001 -1.356
O 1.506 -0.724 -2.218
C 0.074 0.613 0.091
C -0.265 1.969 0.116
C -1.546 2.454 0.396
C -2.509 1.514 0.484
C -2.217 0.125 0.360
C -0.945 -0.356 0.252
C -0.791 -1.768 0.189
N -0.367 -2.219 -1.146
H 1.549 0.780 1.720
H 3.143 0.121 1.063
H 2.644 1.849 0.949
H 3.045 0.181 -1.474
H 0.512 2.662 -0.067
H -1.728 3.505 0.563
H -3.547 1.656 0.679
H -3.006 -0.541 0.628
H -1.687 -2.345 0.357
H -0.084 -2.223 0.962
H 0.267 -1.358 -1.736
H -1.236 -2.258 -1.598
H 0.017 -3.115 -1.027
```

Here are the Löwdin charges for atoms 1 to 2, given in e: -0.01, -0.07

(4)
Molecular formula: C19H22NO6PPtS3Se
Method: DFT, the ωB97M-V functional and the def2-TZVPD basis

The value obtained for the highest occupied orbital energy (alpha / beta) is -7.827 / -8.750 eV. The gap between HOMO and LUMO (alpha / beta) is 0.26958 / 0.20776 Eh. The total energy is -5299.893428 hartree. The spin multiplicity is 5.

Structure (XYZ):
```
54
C19H22NO6PPtS3Se, DFT the ωB97M-V functional and the def2-TZVPD basis
Pt 0.147 0.362 -0.041
S -0.378 -4.118 -1.481
C 1.352 -3.943 -1.400
C 2.328 -4.862 -1.746
C 3.651 -4.503 -1.571
C 3.991 -3.251 -1.057
C 3.025 -2.322 -0.729
C 1.684 -2.663 -0.909
N 0.590 -1.886 -0.657
C -0.544 -2.491 -0.882
C -1.810 -1.837 -0.674
C -3.028 -2.433 -1.007
C -4.202 -1.729 -0.838
C -4.172 -0.442 -0.318
C -2.963 0.144 0.039
C -1.768 -0.540 -0.128
H 2.057 -5.831 -2.136
H 4.431 -5.205 -1.827
H 5.032 -3.004 -0.911
H 3.268 -1.349 -0.333
H -3.039 -3.437 -1.409
H -5.143 -2.180 -1.116
H -5.095 0.109 -0.200
H -2.959 1.147 0.447
O 2.410 0.482 0.205
Se 1.948 1.634 1.271
O 3.104 2.397 1.967
O 0.885 0.907 2.228
O 0.977 2.598 0.276
C -2.017 3.782 -3.487
C -0.847 4.720 -3.251
C -0.227 5.214 -4.549
O 0.176 4.144 -2.413
P 0.950 2.780 -2.464
S 2.566 3.174 -1.280
S -0.391 1.222 -2.333
O 1.498 2.725 -3.964
C 2.160 1.631 -4.617
C 1.171 0.555 -5.052
C 3.282 1.038 -3.780
H -2.815 4.329 -3.980
H -2.393 3.391 -2.547
H -1.721 2.944 -4.111
H -1.184 5.576 -2.653
H 0.167 4.378 -5.120
H 0.586 5.901 -4.329
H -0.980 5.727 -5.141
H 2.580 2.121 -5.503
H 0.869 -0.053 -4.204
H 1.628 -0.089 -5.798
H 0.283 1.012 -5.478
H 2.889 0.590 -2.868
H 4.006 1.801 -3.502
H 3.787 0.262 -4.351
```

Here are the Löwdin charges for atoms 1 to 2, given in e: 1.17, 1.14

(5)
Molecular formula: C41H46N6NbO13
Method: DFT, the ωB97M-V functional and the def2-TZVPD basis

The value obtained for the highest occupied orbital energy is -4.925 eV. The gap between HOMO and LUMO is 0.20509 Eh. The charge is -1. The total energy is -2952.773875 hartree.

Structure (XYZ):
```
107
C41H46N6NbO13, DFT the ωB97M-V functional and the def2-TZVPD basis
C 3.056 -4.266 1.954
O 4.425 -4.382 1.620
C 4.922 -3.255 0.912
C 5.108 -2.028 1.768
C 5.445 -0.766 0.967
C 4.469 0.389 1.251
Nb 2.474 0.131 0.190
H 2.689 -5.266 2.167
H 2.903 -3.649 2.844
H 2.483 -3.807 1.147
H 5.893 -3.576 0.531
H 4.288 -3.025 0.052
H 4.185 -1.836 2.319
H 5.876 -2.227 2.517
H 5.454 -0.989 -0.103
H 6.438 -0.423 1.260
H 4.322 0.405 2.335
H 4.908 1.348 0.974
H 2.859 -1.395 -0.803
H 1.858 -1.061 1.476
H 1.877 1.619 1.122
H 3.209 1.087 -1.215
H 0.785 0.258 -0.542
C 2.933 6.134 -4.907
C 2.016 5.246 -5.452
C 1.440 4.268 -4.659
C 1.794 4.202 -3.327
C 2.708 5.068 -2.764
C 3.280 6.041 -3.566
N 1.162 3.179 -2.466
O 0.365 2.422 -2.998
O 1.462 3.179 -1.297
H 3.379 6.900 -5.528
H 1.747 5.315 -6.498
H 0.727 3.565 -5.063
H 2.962 4.978 -1.718
H 3.996 6.730 -3.141
C -3.233 0.434 -0.718
C -4.433 -0.046 -1.230
C -4.767 0.182 -2.553
C -3.875 0.885 -3.344
C -2.676 1.372 -2.857
C -2.365 1.153 -1.528
N -4.210 1.117 -4.753
O -5.280 0.695 -5.170
O -3.416 1.726 -5.446
H -2.968 0.249 0.315
H -5.110 -0.603 -0.596
H -5.697 -0.180 -2.965
H -1.994 1.911 -3.495
H -1.425 1.520 -1.136
C 1.105 -1.990 7.008
C -0.137 -1.459 7.332
C -0.999 -1.043 6.330
C -0.594 -1.177 5.018
C 0.638 -1.696 4.666
C 1.490 -2.103 5.678
N -1.495 -0.756 3.924
O -2.564 -0.245 4.215
O -1.085 -0.954 2.804
H 1.777 -2.316 7.790
H -0.434 -1.370 8.368
H -1.968 -0.625 6.560
H 0.923 -1.767 3.624
H 2.459 -2.510 5.423
C -4.051 4.949 -3.967
C -4.535 6.024 -3.234
C -3.656 6.938 -2.677
C -2.301 6.751 -2.869
C -1.795 5.686 -3.586
C -2.685 4.780 -4.139
N -1.360 7.734 -2.295
O -1.828 8.656 -1.653
O -0.175 7.571 -2.505
H -4.739 4.239 -4.407
H -5.599 6.155 -3.097
H -4.012 7.780 -2.104
H -0.728 5.567 -3.709
H -2.313 3.938 -4.706
C -6.710 -1.957 -7.607
C -7.597 -2.863 -8.173
C -8.236 -3.800 -7.380
C -7.969 -3.805 -6.025
C -7.087 -2.918 -5.440
C -6.452 -1.985 -6.243
N -8.663 -4.791 -5.172
O -9.420 -5.574 -5.714
O -8.441 -4.761 -3.978
H -6.217 -1.222 -8.228
H -7.795 -2.840 -9.236
H -8.928 -4.513 -7.800
H -6.902 -2.956 -4.377
H -5.762 -1.276 -5.812
C 7.456 -4.767 8.432
C 7.023 -3.613 9.069
C 5.670 -3.389 9.259
C 4.776 -4.339 8.806
C 5.181 -5.493 8.166
C 6.536 -5.704 7.979
N 3.333 -4.112 9.011
O 2.994 -3.071 9.546
O 2.565 -4.968 8.623
H 8.514 -4.937 8.286
H 7.739 -2.882 9.417
H 5.312 -2.496 9.748
H 4.451 -6.208 7.819
H 6.874 -6.599 7.477
```

Here are the Löwdin charges for atoms 1 to 2, given in e: -0.12, -0.20

(6)
Molecular formula: C14H28I2NO6P
Method: DFT, the ωB97M-V functional and the def2-TZVPD basis

The value obtained for the highest occupied orbital energy (alpha / beta) is -4.054 / -4.054 eV. The gap between HOMO and LUMO (alpha / beta) is 0.24131 / 0.23834 Eh. The charge is -1. The total energy is -1993.143208 hartree. The spin multiplicity is 2.

Structure (XYZ):
```
52
C14H28I2NO6P, DFT the ωB97M-V functional and the def2-TZVPD basis
C -0.082 -3.343 2.495
C 0.355 -3.800 1.114
I 2.166 -4.998 1.534
C -0.651 -4.679 0.379
I 0.367 -5.504 -1.410
C -1.917 -4.012 -0.154
C -2.976 -4.149 0.910
O -3.531 -5.467 0.728
O -4.536 -5.683 1.715
P -1.701 -2.319 -0.527
O -0.514 -1.985 -1.319
O -3.011 -1.936 -1.400
O -1.802 -1.300 0.755
H 0.584 -2.546 2.798
H 0.000 -4.114 3.251
H -1.079 -2.932 2.522
H 0.727 -2.975 0.532
H -0.949 -5.549 0.944
H -3.802 -3.452 0.760
H -2.580 -4.144 1.933
H -4.155 -5.401 2.559
H -2.812 -1.122 -1.886
H -2.475 -1.635 1.367
C 0.455 1.355 -1.989
C 1.288 1.552 -0.708
C 0.351 1.756 0.480
C -0.355 3.110 0.445
C 0.656 4.252 0.332
C 1.681 4.077 -0.794
N 2.243 2.697 -0.849
O 3.173 2.592 0.037
C 1.048 4.443 -2.151
C 2.789 5.108 -0.598
C 2.029 0.235 -0.545
H -0.008 0.367 -1.974
H -0.362 2.066 -2.099
H 1.085 1.411 -2.878
H 0.917 1.675 1.414
H -0.388 0.953 0.498
H -1.072 3.153 -0.379
H -0.940 3.236 1.359
H 0.125 5.197 0.190
H 1.182 4.337 1.287
H 1.734 4.222 -2.969
H 0.826 5.511 -2.186
H 0.107 3.936 -2.347
H 3.237 5.047 0.392
H 2.377 6.112 -0.704
H 3.579 4.986 -1.340
H 2.691 0.047 -1.392
H 1.304 -0.577 -0.498
H 2.624 0.191 0.367
```

Here are the Löwdin charges for atoms 1 to 2, given in e: -0.21, -0.78

(7)
Molecular formula: C15H20N6O5
Method: DFT, the ωB97M-V functional and the def2-TZVPD basis

The value obtained for the highest occupied orbital energy is -8.562 eV. The gap between HOMO and LUMO is 0.30953 Eh. The total energy is -1288.184168 hartree.

Structure (XYZ):
```
46
C15H20N6O5, DFT the ωB97M-V functional and the def2-TZVPD basis
N -2.632 -2.779 1.625
N 4.719 0.460 -2.967
O -1.669 -2.272 -2.932
O 3.396 -0.567 1.306
O -1.406 3.361 -2.584
O 0.447 -0.418 -0.926
N -2.101 -2.799 0.533
N 4.399 -0.089 -1.945
O -1.464 2.215 -4.525
C -1.995 -2.022 -1.791
C 3.288 -0.083 0.196
C -1.465 2.298 -3.173
C -0.077 0.511 -0.337
C -1.467 -2.790 -0.608
C 4.082 -0.683 -0.848
C -0.289 -1.978 4.903
C 0.555 -1.362 4.016
N -1.057 1.238 -1.006
N 0.514 -0.202 1.984
C 0.190 -0.066 3.391
C -3.025 -0.898 -1.485
C 2.714 1.353 0.036
C -2.878 0.364 -2.400
C 1.607 1.802 1.033
C -1.479 1.003 -2.380
C 0.323 0.960 1.110
H -1.488 3.106 -4.889
H -0.595 -3.419 -0.777
H 4.534 -1.636 -0.636
H -1.235 -1.564 5.194
H -0.092 -2.962 5.319
H 1.524 -1.811 3.776
H -1.412 2.049 -0.542
H 1.425 -0.641 1.888
H 0.748 0.756 3.879
H -0.903 0.111 3.557
H -2.868 -0.624 -0.469
H -4.034 -1.249 -1.581
H 2.382 1.448 -1.017
H 3.487 2.089 0.220
H -3.095 0.098 -3.440
H -3.650 1.079 -2.067
H 2.016 1.956 2.026
H 1.287 2.795 0.700
H -0.743 0.319 -2.853
H -0.515 1.543 1.485
```

Here are the Löwdin charges for atoms 1 to 2, given in e: 0.22, 0.23

(8)
Molecular formula: C3H8N2O
Method: DFT, the ωB97M-V functional and the def2-TZVPD basis

The value obtained for the highest occupied orbital energy is -9.794 eV. The gap between HOMO and LUMO is 0.39080 Eh. As for the SMILES: C=NC.NC=O. The total energy is -303.820228 hartree.

Structure (XYZ):
```
14
C3H8N2O, DFT the ωB97M-V functional and the def2-TZVPD basis
C 1.571 -0.969 -0.900
N 0.328 -0.786 -0.770
C -0.367 -1.642 0.166
H 2.165 -0.312 -1.534
H 2.019 -1.888 -0.472
H -1.297 -2.001 -0.251
H 0.252 -2.484 0.516
H -0.619 -1.111 1.099
N -0.757 1.775 -0.401
C -0.764 2.242 0.885
O -1.429 1.812 1.800
H 0.152 1.460 -0.722
H -1.272 0.913 -0.542
H 0.019 2.992 1.127
```

Here are the Löwdin charges for atoms 1 to 2, given in e: -0.05, -0.11